(1)
C16H30Cl12O3 | ωB97M-V/def2-TZVPD

XYZ file:
```
61
Properties=species:S:1:pos:R:3:forces:R:3
C 7.456 2.571 -4.537 0.767 1.046 -1.039
C 6.362 1.960 -5.451 -0.021 1.297 2.314
C 6.597 0.530 -5.849 0.691 -0.129 -1.018
O 5.483 -0.199 -5.309 1.704 -1.024 -1.772
C 4.815 0.549 -4.475 -2.602 -0.371 2.408
O 3.960 0.069 -3.718 2.271 2.160 -2.006
O 5.218 1.840 -4.615 -1.854 -0.699 1.524
H 8.225 1.852 -4.256 -0.253 -0.001 0.267
H 7.135 3.197 -3.704 -0.868 -0.975 0.439
H 7.974 3.408 -5.005 0.404 -0.337 -0.948
H 5.998 2.658 -6.204 0.655 -0.263 -0.475
H 7.535 0.114 -5.479 -0.174 0.006 0.428
H 6.713 0.513 -6.932 -0.728 -0.710 -0.116
Cl -3.217 -1.493 1.348 -1.390 -0.423 1.213
C -2.180 -1.339 -0.007 1.779 0.522 -0.622
C -1.788 0.149 -0.147 0.356 -0.985 0.195
Cl -3.060 0.944 -1.013 -0.990 0.959 -0.748
H -2.634 -1.744 -0.912 -0.085 0.238 0.099
H -1.304 -1.946 0.221 0.133 0.117 -0.138
H -0.861 0.310 -0.697 -0.026 -0.221 0.074
H -1.737 0.621 0.834 0.235 -0.197 -0.072
Cl -7.632 2.905 3.637 -0.983 0.147 -0.053
C -7.241 4.341 4.665 0.390 -1.521 -0.684
C -5.769 4.158 4.893 0.471 1.183 0.463
Cl -5.403 3.070 6.239 -0.037 -0.105 0.328
H -7.789 4.264 5.604 -0.111 0.209 -0.269
H -7.430 5.252 4.097 -0.196 -0.179 0.109
H -5.439 5.167 5.139 0.760 -0.188 0.175
H -5.223 3.736 4.050 -0.286 0.457 -0.073
Cl 4.965 -2.499 4.254 -0.447 0.385 0.552
C 3.185 -2.281 4.538 -0.696 -1.596 -0.892
C 2.808 -1.804 5.930 0.674 1.195 -0.084
Cl 1.177 -1.084 6.182 -0.030 -0.337 -0.651
H 2.809 -3.289 4.362 -0.145 0.028 0.111
H 2.824 -1.714 3.679 -0.011 0.517 0.538
H 3.460 -0.943 6.077 0.159 -0.308 0.734
H 2.865 -2.567 6.707 0.495 0.115 -0.310
Cl -3.688 -7.920 3.620 -0.074 0.093 0.658
C -3.651 -6.907 5.105 0.806 1.061 -0.110
C -3.326 -7.654 6.402 -0.718 -0.865 -1.358
Cl -3.190 -6.483 7.694 -0.015 0.223 0.473
H -4.540 -6.277 5.152 -0.464 -0.739 0.189
H -2.903 -6.130 4.947 0.428 -0.340 -0.159
H -2.420 -8.256 6.341 0.123 0.383 -0.142
H -4.129 -8.370 6.576 -0.084 0.187 0.446
Cl -2.337 8.738 2.020 0.543 -0.595 -0.408
C -1.256 7.800 0.906 0.216 -1.054 0.259
C -1.124 6.268 1.213 -1.242 0.652 -0.937
Cl -0.246 5.696 2.623 0.267 0.367 0.150
H -0.293 8.307 0.847 -0.075 -0.089 0.340
H -1.687 7.838 -0.094 -0.216 0.141 0.145
H -0.753 5.778 0.313 0.666 0.232 0.083
H -2.119 5.825 1.266 -0.171 0.330 0.364
Cl -0.962 -3.220 -6.637 0.071 0.112 -0.189
C -0.213 -4.100 -8.000 -0.220 -0.042 -0.544
C -0.045 -3.224 -9.269 0.753 -0.317 1.075
Cl 0.118 -4.332 -10.656 -0.283 0.083 -0.200
H -0.867 -4.931 -8.263 -0.051 0.109 0.207
H 0.722 -4.515 -7.624 0.004 0.186 -0.258
H 0.911 -2.702 -9.252 -0.251 0.207 0.191
H -0.860 -2.507 -9.370 -0.026 -0.338 -0.276
```
Forces are in eV/Å.

net charge = 0
multiplicity = 1
frontier orbital gap = 10.813 eV

(2)
C16H30FN2O3P2 | ωB97M-V/def2-TZVPD

XYZ file:
```
54
Properties=species:S:1:pos:R:3:forces:R:3
C 1.658 -0.179 1.253 -0.076 0.396 0.232
O 0.330 -0.604 1.401 0.017 -0.229 0.100
C -0.197 -1.277 0.257 0.160 0.078 0.015
P -1.140 -0.073 -0.951 0.864 -0.446 0.496
C 0.065 -0.686 -2.426 0.188 -0.007 -0.566
C 1.409 -0.083 -2.333 0.074 0.064 -0.151
N 1.782 1.048 -2.799 0.006 -0.251 0.198
C -2.429 -1.390 -1.550 -0.101 -0.051 -0.263
C -3.909 -1.048 -1.554 -0.431 -0.443 -0.368
O -4.619 -1.879 -0.569 0.577 0.253 0.339
C -5.756 -1.338 -0.142 -0.348 0.174 -0.183
O -6.069 -1.223 1.005 -0.103 -0.311 0.272
C -2.276 0.570 0.502 -0.012 0.066 0.063
C -2.710 -0.427 1.567 0.064 0.236 0.251
F -1.563 1.609 1.161 -0.092 0.026 -0.090
P -2.146 1.561 -2.354 -1.464 0.283 0.474
C -2.550 1.029 -4.083 0.487 0.260 -0.416
C -1.107 3.074 -2.485 0.289 -0.112 -0.357
H 2.007 0.158 2.231 -0.067 -0.075 0.025
H 2.318 -0.995 0.930 -0.033 -0.006 -0.122
H 1.731 0.671 0.565 0.108 -0.145 -0.167
H 0.643 -1.758 -0.264 -0.073 0.004 -0.092
H -0.813 -2.089 0.650 -0.143 0.025 -0.047
H -0.192 0.966 -0.594 -0.046 0.000 -0.107
H -0.351 -0.405 -3.399 -0.229 0.094 0.127
H 0.142 -1.779 -2.432 -0.008 0.009 0.211
H 2.171 -0.660 -1.798 0.010 0.102 0.095
H 0.986 1.486 -3.267 -0.019 0.012 -0.027
H -2.303 -2.339 -1.019 0.070 0.106 0.131
H -2.153 -1.614 -2.582 0.035 0.047 0.024
H -4.350 -1.293 -2.526 -0.016 0.099 -0.024
H -4.116 0.002 -1.358 0.099 0.011 0.108
H -6.436 -1.025 -0.952 0.093 0.188 -0.156
H -3.149 1.090 0.104 0.064 -0.122 -0.132
H -2.744 -1.453 1.211 -0.106 0.018 -0.063
H -1.997 -0.371 2.390 0.094 -0.117 -0.069
H -3.694 -0.171 1.966 -0.014 -0.079 -0.038
H -3.494 1.467 -4.412 -0.029 -0.041 0.047
H -1.791 1.346 -4.809 0.069 -0.094 0.024
H -2.636 -0.057 -4.165 -0.017 -0.023 0.109
H -0.500 3.130 -1.579 -0.022 0.042 0.019
H -1.741 3.959 -2.545 0.032 0.009 0.071
H -0.433 3.094 -3.348 0.043 -0.046 0.007
N 4.290 -0.407 3.988 -0.015 -0.020 0.031
C 5.196 -1.266 4.443 0.009 -0.003 0.000
C 6.545 -0.966 4.564 0.005 0.014 -0.011
C 6.975 0.297 4.186 -0.004 -0.001 0.000
C 6.041 1.201 3.707 0.013 -0.013 0.013
C 4.714 0.801 3.629 -0.031 0.016 -0.021
H 4.821 -2.245 4.723 0.019 -0.004 0.011
H 7.238 -1.705 4.942 -0.003 -0.010 -0.001
H 8.020 0.570 4.263 0.004 0.001 -0.001
H 6.329 2.196 3.397 -0.009 0.007 -0.007
H 3.953 1.479 3.258 0.017 0.012 -0.016
```
Forces are in eV/Å.

net charge = -1
multiplicity = 1
frontier orbital gap = 5.514 eV

| no. | LUMO level (hartree) |
| --- | --- |
| 1 | 0.013 |
| 2 | 0.091 |